[1]
A cluster of 2 separate species, C7H12NO3P in total in a non-equilibrium geometry, computed with the ωB97M-V functional and the def2-TZVPD basis.

- relative energy (zero: lowest compared OMol25 entry of this formula, charge and spin) (kJ/mol) = 455.4
- HOMO (spin up / spin down) (Ha) = -0.2592 / -0.2592
- energy (Ha) = -895.599130

Element x y z (Å)
C (3.08941, -0.34083, 2.09000)
C (2.44504, 0.68758, 2.85309)
C (2.50592, -0.36572, 0.86477)
C (1.49834, 1.25916, 2.06317)
C (-1.45257, -0.20236, 0.84078)
C (-0.81223, -0.99253, -1.48488)
C (-1.08228, 0.13446, -0.55776)
N (1.52953, 0.61051, 0.84461)
O (2.71813, -1.09508, -0.25477)
O (0.61006, 2.25575, 2.26264)
O (0.88060, 0.96138, -0.23250)
P (-1.28456, 1.84731, -1.12084)
H (3.89695, -0.95710, 2.42339)
H (2.67993, 0.96623, 3.85793)
H (-2.22245, -0.97389, 0.86719)
H (-0.58497, -0.60884, 1.37694)
H (-1.80320, 0.67649, 1.38159)
H (-1.76457, -1.44406, -1.77819)
H (-0.30845, -0.65755, -2.38874)
H (-0.22110, -1.76887, -0.99929)
H (2.17691, -0.68644, -0.95001)
H (0.21862, 2.46766, 1.40015)
H (-2.43521, 1.59868, -1.89536)
H (-0.47306, 1.68908, -2.23884)

***

[2]
A cluster of 2 separate species, C7H12NO3S in total in a non-equilibrium geometry, computed with the ωB97M-V functional and the def2-TZVPD basis.

- relative energy (zero: lowest compared OMol25 entry of this formula, charge and spin) (kJ/mol) = 221.1
- HOMO (Ha) = -0.1153
- net charge = -1
- energy (Ha) = -952.465804

Element x y z (Å)
C (-1.72658, 1.63964, -1.67008)
C (1.60859, 0.07026, -1.34945)
C (1.03617, 1.50804, -1.15006)
C (0.10968, -0.36963, -1.78518)
C (-0.38876, 1.05807, -1.53104)
C (-0.59006, 0.97056, 2.14189)
C (0.36854, -2.57042, 1.90761)
N (-0.70947, 0.02575, 1.04841)
O (-2.82450, 1.82574, -1.37204)
O (-0.97284, 1.75230, -2.79677)
O (-1.74840, -2.07545, 0.26247)
S (-1.33052, -1.39193, 1.50834)
H (2.29976, 0.09314, -2.16257)
H (2.11893, -0.33385, -0.47391)
H (1.24443, 1.87815, 0.00174)
H (1.46887, 2.22451, -1.91403)
H (-0.00417, -0.65842, -2.82986)
H (-0.32999, -1.04924, -1.21480)
H (-1.40010, 1.00470, 2.90541)
H (0.21066, 0.77515, 2.87806)
H (-0.38035, 1.96352, 1.80760)
H (0.16246, -3.44406, 1.30853)
H (0.51984, -2.73817, 2.98517)
H (1.25785, -2.15837, 1.49456)

***

[3]
The ion C7H12NOS with charge +1 in a non-equilibrium geometry, computed with the ωB97M-V functional and the def2-TZVPD basis.

- relative energy (zero: lowest compared OMol25 entry of this formula, charge and spin) (kJ/mol) = 213.2
- HOMO (spin up / spin down) (Ha) = -0.4611 / -0.4933
- net charge = +1
- multiplicity = 3
- energy (Ha) = -801.629207

Element x y z (Å)
C (-1.36624, -1.77860, -0.51717)
C (-2.44103, -1.04558, -0.46845)
C (-0.33344, -1.80991, 0.64379)
C (1.01568, -1.10966, 0.28469)
C (-0.54199, 1.47138, 0.69462)
C (-1.74663, 1.67323, -0.34064)
C (1.01588, 0.09986, -0.66226)
N (0.81366, 1.35192, 0.09429)
O (2.37493, 0.16523, -1.16410)
S (-3.18354, 0.36080, -0.26956)
H (-1.18257, -2.54150, -1.20866)
H (-0.71644, -1.48420, 1.52862)
H (-0.12010, -2.87984, 0.69541)
H (1.36055, -0.84308, 1.26168)
H (1.61086, -1.99201, -0.18862)
H (-0.53629, 2.46509, 1.32864)
H (-0.84347, 0.65146, 1.29611)
H (-2.32615, 2.48671, 0.01849)
H (-1.56506, 1.77939, -1.36813)
H (0.32459, -0.09313, -1.51344)
H (1.18867, 1.97744, -0.58016)
H (2.95992, 0.26966, -0.40254)

***

[4]
A structure of composition C7H12NdO4 in a non-equilibrium geometry, computed with the ωB97M-V functional and the def2-TZVPD basis.

- HOMO (spin up / spin down) (Ha) = -0.2076 / -0.2076
- multiplicity = 5
- energy (Ha) = -1136.023206

Element x y z (Å)
C (1.65158, -1.22905, 0.02468)
C (2.71596, -1.16376, 1.10281)
O (3.82665, -0.37361, 0.62491)
Nd (3.60755, 1.22814, -1.08601)
H (1.55064, -1.36974, -1.06329)
H (4.50694, -0.23711, 1.28955)
H (1.33643, -2.28375, 0.10336)
H (3.10944, -2.16156, 1.34369)
H (2.35051, -0.71707, 2.04010)
O (-5.22711, -0.56109, -1.61919)
C (-4.46821, -0.04957, -0.77302)
O (-4.75992, 0.50100, 0.30465)
O (-3.13463, -0.06953, -1.14982)
C (-2.14906, 0.17599, -0.16055)
C (-0.78041, -0.08619, -0.76629)
C (0.36301, 0.12986, 0.21787)
C (1.00773, 1.46290, 0.15618)
H (-2.31175, -0.48320, 0.70728)
H (-2.22578, 1.21414, 0.19556)
H (-0.63180, 0.56226, -1.64481)
H (-0.75334, -1.12119, -1.14372)
H (0.03661, -0.10983, 1.24532)
H (1.46506, 1.76894, 1.11380)
H (0.40395, 2.24740, -0.32002)

***

[5]
An isolated molecule of C7H12O in a non-equilibrium geometry, computed with the ωB97M-V functional and the def2-TZVPD basis.

- relative energy (zero: lowest compared OMol25 entry of this formula, charge and spin) (kJ/mol) = 596.3
- structure (SMILES) = C[C@]12CCC[C@]1(O)C2
- HOMO (Ha) = -0.2667
- energy (Ha) = -348.921536

Element x y z (Å)
C (-0.02765, -1.39618, 1.27253)
C (-0.22954, -0.02730, 0.72426)
C (-1.34562, 0.15707, -0.38204)
C (-0.56099, -0.65109, -1.42667)
C (0.96826, -0.39802, -1.24214)
C (0.92134, 0.79276, -0.09391)
O (0.62223, 2.00811, -0.57577)
C (0.50266, 1.06288, 1.32896)
H (0.94010, -1.46110, 1.76474)
H (-0.76351, -1.22105, 2.25581)
H (-0.46101, -2.17817, 0.59648)
H (-1.42759, 1.22270, -0.66706)
H (-2.38772, -0.15291, -0.18395)
H (-0.80264, -1.82805, -1.30682)
H (-0.91284, -0.34963, -2.40530)
H (1.53941, -1.28339, -0.87436)
H (1.05780, -0.00441, -2.26114)
H (1.35387, 2.78337, -0.41837)
H (0.17816, 2.11373, 1.59522)
H (0.83528, 0.81069, 2.29953)

***

[6]
An isolated molecule of C7H12O in a non-equilibrium geometry, computed with the ωB97M-V functional and the def2-TZVPD basis.

- relative energy (zero: lowest compared OMol25 entry of this formula, charge and spin) (kJ/mol) = 466.9
- structure (SMILES) = C=C(C)C1(OC)CC1
- HOMO (Ha) = -0.3250
- energy (Ha) = -348.970798

Element x y z (Å)
C (1.81346, 0.16557, 0.86968)
C (0.91412, 0.40549, -0.07553)
C (0.98079, 1.54938, -1.04167)
C (-0.30529, -0.43708, -0.24571)
O (-1.58038, 0.44673, 0.22000)
C (-1.59586, 0.57129, 1.59784)
C (-0.45137, -1.23284, -1.51375)
C (-0.45209, -1.82508, 0.08276)
H (1.80456, -0.75582, 1.43189)
H (2.68757, 0.79013, 0.97490)
H (1.83781, 2.19039, -0.82271)
H (1.03571, 1.17795, -2.07251)
H (0.06308, 2.14184, -0.96653)
H (-0.79887, 1.22526, 1.97241)
H (-2.58322, 0.89223, 1.93286)
H (-1.37563, -0.42051, 2.06524)
H (-1.38479, -0.98435, -2.02882)
H (0.39862, -1.20303, -2.18688)
H (0.31229, -2.46471, -0.76542)
H (-1.32051, -2.23285, 0.57194)

***

[7]
An isolated molecule of C7H12O2 in a non-equilibrium geometry, computed with the ωB97M-V functional and the def2-TZVPD basis.

- relative energy (zero: lowest compared OMol25 entry of this formula, charge and spin) (kJ/mol) = 451.2
- HOMO (Ha) = -0.2817
- energy (Ha) = -424.224160

Element x y z (Å)
C (-0.72732, 1.26177, -1.69618)
C (-0.74282, 0.05161, -0.79225)
C (-2.01426, -0.14099, -0.04577)
H (-0.37832, -0.85330, -1.27228)
H (-1.57460, 1.18980, -2.38547)
H (0.18608, 1.33795, -2.28360)
H (-0.86127, 2.17867, -1.11961)
H (-2.48121, 0.80986, 0.20818)
H (-2.69247, -0.75445, -0.64854)
C (0.52408, -1.35024, 1.33226)
C (0.57113, 0.25284, 0.55831)
C (1.67930, -2.04114, 1.20877)
C (1.66931, 0.53772, -0.19635)
O (-0.56082, -1.59397, 1.85828)
O (0.09773, 1.14309, 1.48605)
H (-1.83653, -0.71689, 0.87985)
H (0.53777, 1.99538, 1.38743)
H (2.56428, -1.58488, 0.79864)
H (1.97314, -0.13578, -0.97964)
H (1.77615, -2.99213, 1.70883)
H (2.29068, 1.40507, -0.00691)

***

[8]
A cluster of 2 separate species, C7H12O3 in total in a non-equilibrium geometry, computed with the ωB97M-V functional and the def2-TZVPD basis.

- relative energy (zero: lowest compared OMol25 entry of this formula, charge and spin) (kJ/mol) = 255.0
- HOMO (Ha) = -0.3705
- energy (Ha) = -499.549399

Element x y z (Å)
O (3.20262, 0.65414, 0.17070)
C (3.56530, -0.50582, -0.31639)
H (2.90576, -1.35500, -0.04872)
O (4.67357, -0.67490, -0.78588)
C (8.15318, 0.32787, -0.41379)
C (8.74905, 0.16290, 0.95402)
C (8.10653, -0.49051, 2.20658)
C (9.52937, -0.05664, 2.64511)
C (10.04021, -0.62758, 1.29648)
C (9.27626, 1.27922, 1.90052)
H (7.88660, -0.65186, -0.83255)
H (8.91216, 0.72626, -1.10574)
H (7.26206, 0.04788, 2.66062)
H (7.91283, -1.57155, 2.15072)
H (9.98406, -0.18385, 3.63550)
H (9.99237, -1.71897, 1.16897)
H (10.98390, -0.21721, 0.90839)
H (10.16154, 1.83356, 1.55645)
H (8.52523, 1.95395, 2.33699)
H (4.00081, 1.30912, 0.23911)
O (7.00066, 1.25546, -0.44264)
H (7.20258, 2.07199, 0.02451)

***

[9]
A structure of composition C7H12O4P2 in a non-equilibrium geometry, computed with the ωB97M-V functional and the def2-TZVPD basis.

- relative energy (zero: lowest compared OMol25 entry of this formula, charge and spin) (kJ/mol) = 4.2
- HOMO (Ha) = -0.2774
- energy (Ha) = -1257.469063

Element x y z (Å)
C (3.14204, 1.47389, -0.87762)
C (2.63522, 0.30164, -0.50591)
C (1.21994, 0.29447, -0.35490)
C (-1.23595, -1.06787, -0.80639)
C (3.43883, -0.84460, 0.25190)
C (-2.45572, -2.71950, 0.31331)
C (-1.49429, 2.28574, -0.14268)
O (0.49594, 0.83247, -1.39306)
O (-0.50543, -1.79666, -1.46754)
O (0.60795, -0.24547, 0.53227)
O (-2.18521, -1.34384, 0.01228)
P (-3.33318, 1.94094, 0.30476)
P (-1.05156, 0.81008, -0.99875)
H (4.17601, 1.55180, -0.92866)
H (2.57151, 2.31555, -1.17297)
H (4.54381, -0.80940, -0.04070)
H (2.89498, -1.83709, 0.12076)
H (3.42345, -0.57243, 1.37820)
H (-3.33613, -3.02640, -0.26188)
H (-2.52952, -2.77979, 1.37875)
H (-1.63848, -3.32492, -0.00155)
H (-0.89894, 2.60310, 0.76286)
H (-4.10394, 2.87421, -0.59462)
H (-3.54297, 0.72664, -0.57473)
H (-1.68379, 0.83944, -2.27901)

***

[10]
A cluster of 2 separate species, C7H12O4Si in total in a non-equilibrium geometry, computed with the ωB97M-V functional and the def2-TZVPD basis.

- relative energy (zero: lowest compared OMol25 entry of this formula, charge and spin) (kJ/mol) = 531.8
- HOMO (spin up / spin down) (Ha) = -0.2945 / -0.2945
- energy (Ha) = -864.284865

Element x y z (Å)
C (0.06567, -1.93549, 0.55722)
C (-2.41703, 0.20797, 0.24269)
C (0.52575, 1.94485, 0.62756)
C (0.47294, -3.02046, -0.44781)
C (-2.44390, 0.72319, 1.67674)
C (2.23193, 0.98116, -0.94604)
C (1.85526, 2.11577, 0.05232)
O (0.33479, -2.12790, 1.70977)
O (-3.28541, 0.44239, -0.57265)
O (-0.12061, 2.64122, 1.38325)
O (-0.90684, -0.96739, -1.72771)
Si (-0.69106, -0.42580, -0.23426)
H (-0.06581, -3.94015, -0.17515)
H (0.37257, -2.62606, -1.48352)
H (1.51082, -3.20884, -0.30973)
H (-3.51494, 0.83819, 1.95038)
H (-1.97259, -0.01997, 2.15751)
H (-1.87198, 1.60623, 1.63146)
H (1.58829, 1.10881, -1.77323)
H (3.19568, 1.07244, -1.36723)
H (2.02485, -0.04311, -0.58159)
H (2.59789, 2.19388, 0.74311)
H (1.98880, 2.93143, -0.68391)
H (-1.47506, -0.49237, -2.42916)

***

[11]
An isolated molecule of C7H12OS in a non-equilibrium geometry, computed with the ωB97M-V functional and the def2-TZVPD basis.

- relative energy (zero: lowest compared OMol25 entry of this formula, charge and spin) (kJ/mol) = 243.0
- HOMO (Ha) = -0.2887
- energy (Ha) = -747.238286

Element x y z (Å)
C (0.62821, -1.44374, 0.67299)
C (1.21524, 1.31662, 0.50119)
C (0.03037, 0.76383, -0.45847)
C (2.25926, 0.19504, 0.62852)
C (-0.39420, -0.67466, -0.10029)
C (-0.72535, -1.60306, -1.32277)
C (-1.68550, -0.62996, 0.77471)
O (0.70025, -2.46113, 1.22689)
S (3.18530, -0.18316, -0.89108)
H (1.72976, 2.18831, 0.17204)
H (0.87983, 1.50899, 1.53202)
H (-0.89273, 1.36416, -0.42296)
H (0.43373, 0.81415, -1.53110)
H (2.96082, 0.12246, 1.43217)
H (-1.62024, -1.21978, -1.80138)
H (-0.94210, -2.60501, -1.12890)
H (0.09943, -1.80372, -2.10028)
H (-2.52203, -0.42886, 0.08642)
H (-1.55574, 0.06575, 1.50118)
H (-1.75870, -1.64772, 1.32919)
H (4.30332, 0.60368, -0.90791)

***

[12]
An isolated molecule of C7H12S in a non-equilibrium geometry, computed with the ωB97M-V functional and the def2-TZVPD basis.

- relative energy (zero: lowest compared OMol25 entry of this formula, charge and spin) (kJ/mol) = 231.7
- structure (SMILES) = C=C(C)C[C@@]1(C)CS1
- HOMO (Ha) = -0.3192
- energy (Ha) = -672.028664

Element x y z (Å)
C (2.01213, 1.34801, 0.12568)
C (0.71806, 1.18722, 0.06861)
C (-0.21479, 1.70634, -1.01662)
C (0.06629, 0.28763, 1.02361)
C (-0.57649, -0.86769, 0.26799)
C (0.20636, -1.66653, -0.77720)
C (-1.65166, -1.48377, 1.07695)
S (-2.19381, -0.32531, -0.34858)
H (2.54633, 1.88508, -0.73242)
H (2.67396, 0.80491, 0.86435)
H (-0.60303, 0.81946, -1.54830)
H (0.31003, 2.52787, -1.66882)
H (-1.03645, 2.29365, -0.50785)
H (0.76355, -0.19485, 1.67496)
H (-0.80438, 0.75981, 1.56278)
H (-0.13025, -2.62784, -1.01798)
H (1.18034, -1.68625, -0.41154)
H (0.24176, -1.11171, -1.69950)
H (-1.88151, -2.50682, 0.91396)
H (-1.62643, -1.14921, 2.14994)

***

Question: What is the formula in the ninth record?
Answer: C7H12O4P2

***

What did the third record say?
The ion C7H12NOS with charge +1 in a non-equilibrium geometry, computed with the ωB97M-V functional and the def2-TZVPD basis.

- relative energy (zero: lowest compared OMol25 entry of this formula, charge and spin) (kJ/mol) = 213.2
- HOMO (spin up / spin down) (Ha) = -0.4611 / -0.4933
- net charge = +1
- multiplicity = 3
- energy (Ha) = -801.629207

Element x y z (Å)
C (-1.36624, -1.77860, -0.51717)
C (-2.44103, -1.04558, -0.46845)
C (-0.33344, -1.80991, 0.64379)
C (1.01568, -1.10966, 0.28469)
C (-0.54199, 1.47138, 0.69462)
C (-1.74663, 1.67323, -0.34064)
C (1.01588, 0.09986, -0.66226)
N (0.81366, 1.35192, 0.09429)
O (2.37493, 0.16523, -1.16410)
S (-3.18354, 0.36080, -0.26956)
H (-1.18257, -2.54150, -1.20866)
H (-0.71644, -1.48420, 1.52862)
H (-0.12010, -2.87984, 0.69541)
H (1.36055, -0.84308, 1.26168)
H (1.61086, -1.99201, -0.18862)
H (-0.53629, 2.46509, 1.32864)
H (-0.84347, 0.65146, 1.29611)
H (-2.32615, 2.48671, 0.01849)
H (-1.56506, 1.77939, -1.36813)
H (0.32459, -0.09313, -1.51344)
H (1.18867, 1.97744, -0.58016)
H (2.95992, 0.26966, -0.40254)